Entry 1:
A molecular structure, C21H35Cl2N2O4Tm at a distorted geometry. Source: the OMol25 dataset; level of theory: ωB97M-V/def2-TZVPD.

Positions of all 65 atoms, in Å:
1 O 0.00828 -0.06339 -1.21428
2 C -0.88548 0.26248 -2.17661
3 C -0.56010 1.59338 -2.87308
4 C 0.21413 2.57720 -2.25529
5 H 0.56401 2.41696 -1.23132
6 C 0.49353 3.77433 -2.92264
7 H 1.12001 4.52151 -2.42959
8 C -0.04177 4.00473 -4.19573
9 H 0.15776 4.94604 -4.71311
10 C -0.83353 3.02395 -4.80967
11 H -1.26642 3.19496 -5.79876
12 C -1.06742 1.81593 -4.15654
13 H -1.67391 1.02754 -4.61013
14 H -0.91137 -0.50443 -2.97902
15 C -2.93606 -1.16590 -1.41493
16 C -2.33733 0.20529 -1.53085
17 H -3.97456 -1.12960 -1.77973
18 H -2.95995 -1.52529 -0.37436
19 H -2.36347 -1.89146 -2.01307
20 C -2.98556 1.34570 -1.25883
21 C -4.39382 1.45717 -0.79216
22 H -2.48540 2.29477 -1.44893
23 H -5.00271 1.95659 -1.55853
24 H -4.44067 2.07272 0.11026
25 H -4.84854 0.48930 -0.55668
26 Tm -0.42175 -0.12566 1.03526
27 Cl 0.30439 2.33985 1.21409
28 Cl -2.79583 0.00775 1.88254
29 H 4.67385 1.28823 -1.84655
30 H 4.85465 1.70785 0.67415
31 C 3.59083 1.34655 -1.67460
32 C 3.77470 1.57149 0.79892
33 N 3.26388 0.83284 -0.35115
34 H 3.06330 0.74263 -2.41994
35 C 2.45636 -0.20875 -0.20842
36 O 1.87348 -0.51788 0.86425
37 H 3.55906 1.01280 1.71456
38 H 2.29981 -0.79459 -1.13128
39 H 3.27511 2.39467 -1.76665
40 H 3.29592 2.55749 0.85249
41 H -0.62371 -5.66986 1.45923
42 H 1.23523 -5.93572 -0.53286
43 C -1.12311 -5.06992 0.68601
44 C 0.64449 -5.18174 -1.06722
45 N -0.13440 -4.37807 -0.13591
46 H -1.78183 -4.33593 1.15411
47 C 0.08164 -3.08096 0.01688
48 O -0.60360 -2.36222 0.80411
49 H 1.31315 -4.51748 -1.62421
50 H 0.88905 -2.64741 -0.59285
51 H -1.69089 -5.75159 0.04386
52 H -0.02581 -5.70198 -1.76088
53 C 0.40833 1.16708 5.32120
54 C 1.34256 -0.05587 5.42282
55 C 1.32075 -0.70340 4.03260
56 O 0.20840 -0.12185 3.28928
57 C -0.49398 0.84953 4.13295
58 H -0.15350 1.33856 6.23455
59 H 0.99675 2.06401 5.09987
60 H 0.93857 -0.76164 6.15631
61 H 2.35619 0.21085 5.72519
62 H 2.24526 -0.50663 3.47078
63 H 1.16096 -1.78963 4.08813
64 H -1.43884 0.37707 4.43085
65 H -0.72906 1.70905 3.49110

- orbital gap (alpha / beta) (eV) = 7.8 / 7.8
- HOMO energy (alpha / beta) (hartree) = -0.28397 / -0.28410
- spin multiplicity = 3
- molecular weight (Da) = 619.36
- calculated total energy (eV) = -88095.634
- maximum force (eV/Å) = 2.33
- total charge = 0


Entry 2:
2 unconnected molecules or ions with the total composition C21H35ClF6N4O3P at a distorted geometry. Source: the OMol25 dataset; level of theory: ωB97M-V/def2-TZVPD.

Positions of all 71 atoms, in Å:
1 C -1.08083 3.35300 4.44834
2 C -1.15141 2.35941 3.59557
3 C -0.99004 1.17718 2.53280
4 C -0.02071 1.58947 1.24736
5 C 1.33016 2.10560 2.02670
6 C 1.94788 1.33268 3.10556
7 C -0.86869 2.76077 0.53902
8 C -0.14843 4.17949 0.36505
9 F -0.25938 4.89513 1.65338
10 O 0.14349 0.35795 0.57277
11 C 0.68585 0.28098 -0.73524
12 C 1.49438 1.49128 -1.36662
13 C 0.71531 2.35592 -2.52915
14 N 0.91726 3.68088 -2.64588
15 N 1.66205 -0.89726 -0.64575
16 C 2.42693 -0.88430 0.63973
17 C 3.70723 -1.88704 0.40940
18 C 4.91498 -1.18312 -0.42142
19 C 6.23860 -2.13229 -0.25537
20 C -0.51274 -0.37433 -1.67116
21 O -1.22998 -1.24430 -0.75292
22 C -2.66648 -1.20452 -0.83168
23 Cl -3.27436 0.52616 -0.46671
24 N -3.09245 -2.20146 0.18811
25 C -4.23917 -1.83148 1.04059
26 C -3.82542 -1.09710 2.45394
27 C -3.26165 -1.76143 -2.25989
28 F -2.67610 -3.05000 -2.61955
29 F -3.07377 -0.79328 -3.34322
30 C -4.85738 -2.03653 -2.25450
31 F -5.18467 -2.33394 -3.64916
32 F -5.66612 -0.90959 -1.92860
33 F -5.23828 -3.24754 -1.55480
34 P 0.17217 -1.57992 -3.00078
35 N 1.37428 -1.00479 -3.89316
36 H -1.11096 4.17817 5.24687
37 H -0.62137 0.18252 3.01541
38 H -2.03928 1.03803 2.04354
39 H 1.90861 3.05937 1.74385
40 H 3.07071 1.02658 3.06844
41 H 1.33415 1.01011 4.02085
42 H -1.14938 2.39566 -0.53472
43 H -1.90287 2.97366 1.03546
44 H -0.73102 4.82832 -0.39557
45 H 0.97060 4.15058 0.12078
46 H 2.49248 1.20682 -1.90599
47 H 1.83930 2.32526 -0.62506
48 H -0.00700 1.89111 -3.28995
49 H 1.59643 3.99622 -1.92913
50 H 2.36548 -0.85800 -1.39458
51 H 2.87898 0.16477 0.78714
52 H 1.86808 -1.30865 1.54974
53 H 3.38016 -2.88202 -0.09432
54 H 4.13148 -2.12910 1.45561
55 H 5.09838 -0.08797 -0.12936
56 H 4.64973 -1.23806 -1.55598
57 H 6.91079 -1.80624 0.61668
58 H 5.82004 -3.18544 0.01768
59 H 6.79978 -2.27762 -1.25653
60 H -1.13602 0.39518 -2.23780
61 H -3.10245 -3.16725 -0.16395
62 H -5.12610 -1.30373 0.51557
63 H -4.70241 -2.84303 1.40558
64 H -4.09583 0.03516 2.37755
65 H -4.36114 -1.56695 3.35864
66 H -2.67535 -1.15446 2.52142
67 H -0.87899 -1.91179 -3.95604
68 H 0.58006 -2.76101 -2.25254
69 H 1.53313 -0.02985 -3.60317
70 O 0.39407 -2.75060 1.40808
71 H -0.39480 -2.38741 1.02303

- orbital gap (eV) = 5.0
- HOMO energy (hartree) = -0.10076
- molecular weight (Da) = 571.95
- calculated total energy (eV) = -72548.975
- maximum force (eV/Å) = 6.20
- total charge = -1


Entry 3:
A molecular structure, C21H35CsN5O2S2Si at a distorted geometry. Source: the OMol25 dataset; level of theory: ωB97M-V/def2-TZVPD.

Positions of all 67 atoms, in Å:
1 Cs 0.66624 -0.61664 0.40908
2 C 3.57856 -5.14889 -3.67174
3 C 3.78377 -5.27729 -2.15964
4 N 3.93024 -3.99631 -1.51413
5 C 2.79454 -3.17223 -1.44965
6 S 3.14604 -1.51196 -1.55691
7 N 1.66391 -3.79949 -1.41693
8 N 0.50302 -3.23505 -1.07030
9 C -0.59105 -3.78742 -1.52844
10 C -0.54856 -4.91479 -2.54348
11 C -1.85456 -3.33023 -1.04610
12 C -3.06999 -3.89465 -1.50785
13 C -4.26691 -3.45980 -1.00452
14 C -4.27038 -2.45304 -0.03178
15 C -3.03990 -1.93725 0.35126
16 N -1.87927 -2.33629 -0.11525
17 H 3.39268 -6.11858 -4.12938
18 H 4.44624 -4.68804 -4.14157
19 H 2.72020 -4.50436 -3.84375
20 H 4.66757 -5.88517 -1.93690
21 H 2.91032 -5.75319 -1.71314
22 H 4.71225 -3.45405 -1.86408
23 H 0.49344 -5.17194 -2.71438
24 H -0.99283 -4.61894 -3.49447
25 H -1.07002 -5.80030 -2.17597
26 H -3.05816 -4.67546 -2.25425
27 H -5.19928 -3.88876 -1.35679
28 H -5.19290 -2.08712 0.39306
29 H -2.99838 -1.15115 1.09763
30 C 2.43924 1.08823 4.38815
31 S 0.61057 0.81680 3.95072
32 C 0.44758 -0.42028 5.30715
33 O 0.77115 0.04209 2.71787
34 H 2.49760 1.51860 5.38149
35 H 2.85169 1.77514 3.65691
36 H 2.97917 0.14925 4.33738
37 H 0.51924 0.09840 6.25755
38 H 1.22914 -1.16193 5.20293
39 H -0.52935 -0.86607 5.18854
40 O -1.60180 0.64168 3.96328
41 N -2.17314 1.82749 3.94954
42 C -2.90186 2.25724 2.86496
43 C -3.47964 3.48571 2.84887
44 C -3.33143 4.37306 3.94010
45 C -2.53239 3.93490 5.01056
46 C -1.96975 2.69686 5.00190
47 H -2.97514 1.54968 2.05381
48 H -4.04497 3.78430 1.97789
49 H -3.77189 5.35736 3.93665
50 H -2.35210 4.59086 5.85247
51 H -1.34761 2.30871 5.79199
52 C 0.94020 4.40106 -4.80709
53 Si -0.52138 4.45503 -3.55810
54 C -2.03905 4.70481 -4.77279
55 C -0.46264 6.15474 -2.65465
56 C -0.45813 3.09251 -2.37651
57 H 0.93329 5.22379 -5.52041
58 H 0.89167 3.47772 -5.37729
59 H 1.89713 4.41239 -4.29416
60 H -1.96652 5.56845 -5.43369
61 H -2.96077 4.80856 -4.20263
62 H -2.15340 3.82394 -5.40237
63 H -0.56868 7.00925 -3.32044
64 H 0.46701 6.27365 -2.10586
65 H -1.27149 6.20564 -1.93137
66 H -0.27270 2.08669 -2.74570
67 H -1.14509 3.10119 -1.53413

- orbital gap (alpha / beta) (eV) = 1.5 / 3.0
- HOMO energy (alpha / beta) (hartree) = 0.05326 / -0.00158
- spin multiplicity = 2
- molecular weight (Da) = 614.67
- energy relative to the best compared isomer or geometry (same formula, charge and spin) (kcal per mole) = 68.3
- calculated total energy (eV) = -63980.835
- maximum force (eV/Å) = 4.10
- total charge = -2


Entry 4:
A molecular structure, C21H35FMgP2 at a distorted geometry. Source: the OMol25 dataset; level of theory: ωB97M-V/def2-TZVPD.

Positions of all 60 atoms, in Å:
1 P 0.36284 -1.53199 -4.70942
2 P 0.82589 2.04696 -3.81038
3 C 0.59011 -0.06851 -5.81751
4 C 1.48269 1.09070 -5.30520
5 H -0.38268 0.25280 -6.26399
6 H 1.16478 -0.57129 -6.60961
7 H 2.46793 0.68893 -4.97311
8 H 1.60344 1.81831 -6.14265
9 C 0.18618 3.45673 -4.79535
10 H -0.03688 4.31704 -4.16048
11 H -0.71778 3.17417 -5.34819
12 H 0.96839 3.78637 -5.49260
13 C 2.25711 2.89906 -3.06945
14 H 2.51871 3.82904 -3.58291
15 H 3.15845 2.20332 -3.12778
16 H 1.93598 3.09538 -1.98528
17 C -0.57444 -2.58585 -5.89090
18 H -0.66047 -3.60141 -5.48923
19 H -0.00860 -2.67953 -6.82233
20 H -1.58462 -2.19845 -6.07688
21 C 1.92412 -2.46618 -4.66944
22 H 2.77623 -1.78412 -4.54304
23 H 2.00570 -3.02178 -5.61959
24 H 1.89110 -3.17736 -3.82596
25 Mg 2.25898 1.24253 -1.79794
26 C -2.41082 1.21261 -4.03039
27 C -3.08105 0.48682 -4.91948
28 C -4.27534 -0.37771 -4.60630
29 C -3.91300 -1.38996 -3.46257
30 C -2.69756 -2.17454 -3.72183
31 C -1.50149 -1.78980 -3.30379
32 C -1.22689 -0.48869 -2.43265
33 C -2.00731 0.84511 -2.64683
34 C 2.98810 -0.54815 -0.97738
35 H -2.11727 2.27377 -4.29070
36 H -2.74614 0.52464 -5.97791
37 H -4.74006 -0.84986 -5.48329
38 H -5.07186 0.27172 -4.20595
39 H -3.81346 -0.70371 -2.59406
40 H -4.74875 -2.08561 -3.26071
41 H -2.77393 -3.14494 -4.21662
42 H -0.78681 -2.60747 -3.00989
43 H -0.15464 -0.23504 -2.57757
44 H -1.25780 -0.77520 -1.35231
45 H -2.71768 1.00121 -1.80227
46 H -1.33179 1.70974 -2.47034
47 H 3.95514 -0.31273 -0.51841
48 H 3.19137 -1.27030 -1.77568
49 H 2.30870 -0.99516 -0.22150
50 F -0.76310 2.99240 3.33417
51 C -0.03557 2.62489 2.22378
52 C 1.27297 3.08410 2.08244
53 C 1.95973 2.79552 0.87691
54 C 1.27005 2.10026 -0.08112
55 C 0.06375 1.48452 0.13312
56 C -0.65703 1.77865 1.31106
57 H 1.76392 3.60912 2.90379
58 H 2.99955 3.11810 0.71641
59 H -0.32750 0.76006 -0.57382
60 H -1.62176 1.31242 1.50544

- orbital gap (eV) = 6.9
- HOMO energy (hartree) = -0.25214
- molecular weight (Da) = 392.76
- energy relative to the best compared isomer or geometry (same formula, charge and spin) (kcal per mole) = 102.0
- calculated total energy (eV) = -49077.006
- maximum force (eV/Å) = 4.14
- total charge = 0


Which of these has the lowest total charge? C21H35CsN5O2S2Si


The highest molecular weight belongs to which entry? C21H35Cl2N2O4Tm


Among the records above, which one has the lowest total charge? C21H35CsN5O2S2Si